Formula: C54H32I4N6RuS
Source: the Open Molecules 2025 dataset
Level of theory: the ωB97M-V functional and the def2-TZVPD basis

Structure (XYZ):
```
98
Properties=species:S:1:pos:R:3
Ru 0.749 0.517 0.822
I 7.783 3.284 -5.105
C 6.107 2.424 -4.153
C 6.257 1.768 -2.940
C 5.140 1.282 -2.291
C 3.855 1.482 -2.812
C 3.738 2.071 -4.071
C 4.855 2.532 -4.738
C 2.718 1.122 -1.953
C 1.803 2.138 -1.549
C 1.588 3.350 -2.226
C 0.639 4.048 -1.506
C 0.354 3.287 -0.355
C -0.379 3.775 0.760
C -0.742 5.201 0.709
C 0.260 6.149 0.475
C -0.036 7.493 0.400
C -1.349 7.915 0.542
I -1.811 9.969 0.369
C -2.352 6.993 0.792
C -2.049 5.649 0.890
C -0.603 3.050 1.930
N -0.215 1.755 2.157
C -0.452 1.486 3.479
C -0.179 0.278 4.120
C -0.363 0.133 5.567
C 0.707 -0.362 6.323
C 0.586 -0.563 7.681
C -0.621 -0.286 8.308
I -0.819 -0.620 10.384
C -1.691 0.209 7.579
C -1.561 0.421 6.220
C 0.329 -0.886 3.466
C 0.363 -2.172 4.046
C 0.969 -3.011 3.131
C 1.280 -2.223 2.010
N 0.848 -0.931 2.202
C 1.969 -2.707 0.874
C 2.236 -1.955 -0.257
C 3.082 -2.377 -1.338
C 3.364 -1.274 -2.073
C 2.656 -0.181 -1.467
N 1.928 -0.625 -0.405
C 2.571 -4.052 0.979
C 2.007 -5.135 0.314
C 2.569 -6.393 0.430
C 3.717 -6.557 1.190
I 4.594 -8.478 1.359
C 4.303 -5.484 1.844
C 3.720 -4.235 1.745
C -0.996 2.658 4.105
C -1.112 3.611 3.146
N 1.018 2.082 -0.425
H 7.231 1.654 -2.489
H 5.256 0.793 -1.335
H 2.773 2.146 -4.549
H 4.754 2.977 -5.713
H 2.074 3.669 -3.124
H 0.198 4.985 -1.778
H 1.283 5.820 0.368
H 0.754 8.209 0.241
H -3.369 7.325 0.917
H -2.842 4.939 1.071
H 1.651 -0.569 5.838
H 1.423 -0.935 8.249
H -2.624 0.425 8.072
H -2.413 0.763 5.651
H -0.032 -2.448 5.002
H 1.146 -4.064 3.224
H 3.413 -3.384 -1.498
H 3.960 -1.193 -2.963
H 1.120 -4.986 -0.285
H 2.118 -7.233 -0.074
H 5.192 -5.623 2.441
H 4.167 -3.393 2.255
H -1.227 2.755 5.146
H -1.467 4.616 3.250
S -5.187 2.593 0.672
C -3.808 1.488 0.506
C -3.024 1.600 -0.642
C -1.881 0.834 -0.753
N -1.478 -0.017 0.200
C -2.305 -0.218 1.232
C -3.475 0.491 1.420
C -4.859 3.450 2.210
C -4.367 2.862 3.365
C -4.158 3.679 4.468
N -4.400 4.972 4.470
C -4.879 5.533 3.378
C -5.130 4.816 2.218
H -3.301 2.282 -1.427
H -1.260 0.891 -1.641
H -2.029 -0.998 1.931
H -4.119 0.241 2.247
H -4.141 1.813 3.430
H -3.770 3.268 5.390
H -5.052 6.600 3.432
H -5.514 5.306 1.339
```

Its orbital gap (spin up / spin down) is 5.66 / 4.62 eV. Its spin multiplicity is 2. As for the net charge: +1.